Below is C5H8O in the gas phase, with properties calculated with ωB97M-V/def2-TZVPD.

The geometry in ORCA input format:
```
! wB97M-V def2-TZVPD RIJCOSX def2/J DEFGRID3
* xyz 0 1
C -0.63 -1.76 0.12
C -0.51 -0.39 -0.56
C -0.84 0.74 0.27
O 0.82 1.87 0.37
C 1.00 -0.14 -0.96
C 1.58 0.92 -0.45
H -0.08 -1.76 1.07
H -0.18 -2.51 -0.53
H -1.67 -2.02 0.31
H -1.07 -0.37 -1.50
H -1.36 1.60 -0.15
H -0.89 0.64 1.35
H 1.22 1.92 1.26
H 2.61 1.27 -0.60
*
```

Computed properties:
ΔE to the lowest compared entry with this formula, charge and spin ... 123.9 kcal per mole

Löwdin atomic charge list, values in e, 5 entries: number 1, C, carries -0.089; number 2, C, carries -0.475; number 3, C, carries 0.122; number 4, O, carries -0.098; number 5, C, carries -0.012

---

Below is a molecular structure, C34H28Cl2N5OSSiTc, with properties calculated with ωB97M-V/def2-TZVPD.

The geometry in ORCA input format:
```
! wB97M-V def2-TZVPD RIJCOSX def2/J DEFGRID3
* xyz 1 2
Tc 0.11 0.44 -0.41
S -3.11 -5.03 3.57
N -2.29 -3.74 4.07
C -1.92 -3.08 2.98
C -1.15 -1.86 2.96
C -0.68 -1.19 4.09
C 0.05 -0.04 3.93
C 0.33 0.43 2.65
N -0.11 -0.20 1.56
C -0.85 -1.32 1.71
C -1.31 -1.96 0.47
N -0.97 -1.33 -0.68
C -1.32 -1.87 -1.84
C -2.06 -3.05 -1.91
C -2.42 -3.69 -0.75
C -2.04 -3.14 0.48
C -2.35 -3.71 1.78
N -3.03 -4.82 1.98
H -0.90 -1.58 5.07
H 0.43 0.51 4.78
H 0.92 1.32 2.47
H -1.01 -1.35 -2.73
H -2.32 -3.46 -2.88
H -2.99 -4.61 -0.76
C 5.63 -0.63 -2.56
C 4.69 -0.25 -1.41
C 5.10 1.10 -0.80
C 4.79 -1.33 -0.32
Si 2.91 -0.20 -2.01
O 1.93 0.02 -0.67
C 2.47 1.17 -3.22
C 1.13 1.30 -3.57
C 0.68 2.30 -4.42
C 1.60 3.20 -4.95
C 2.94 3.09 -4.63
C 3.37 2.08 -3.77
C 2.30 -1.83 -2.72
C 2.19 -2.03 -4.10
C 1.71 -3.23 -4.61
C 1.33 -4.25 -3.75
C 1.43 -4.07 -2.38
C 1.91 -2.87 -1.87
H 6.66 -0.68 -2.18
H 5.62 0.10 -3.37
H 5.39 -1.61 -2.97
H 6.11 1.03 -0.40
H 4.44 1.37 0.03
H 5.08 1.91 -1.52
H 5.82 -1.38 0.04
H 4.53 -2.32 -0.70
H 4.15 -1.11 0.53
H 0.40 0.58 -3.20
H -0.37 2.37 -4.67
H 1.26 3.99 -5.61
H 3.66 3.78 -5.04
H 4.43 2.02 -3.54
H 2.48 -1.24 -4.78
H 1.64 -3.37 -5.68
H 0.97 -5.19 -4.16
H 1.15 -4.88 -1.71
H 1.98 -2.75 -0.80
Cl 0.62 4.37 -0.95
C -1.10 4.18 -1.06
C -1.90 5.28 -1.30
C -3.28 5.11 -1.37
C -3.85 3.86 -1.20
C -3.04 2.77 -0.95
Cl -3.75 1.20 -0.73
C -1.65 2.90 -0.88
N -0.87 1.81 -0.68
H -1.45 6.25 -1.43
H -3.91 5.97 -1.57
H -4.92 3.73 -1.25
*
```

Computed properties:
Energy ... -3350.23718 a.u.
<S²> ... 0.7590

Löwdin atomic charge list, values in e, 5 entries: number 1, Tc, carries 1.461; number 2, S, carries 1.074; number 3, N, carries -0.200; number 4, C, carries -0.297; number 5, C, carries -0.066

---

Below is a molecular structure, C5H12BrCuFOTa, with properties calculated with ωB97M-V/def2-TZVPD.

The geometry in ORCA input format:
```
! wB97M-V def2-TZVPD RIJCOSX def2/J DEFGRID3
* xyz 0 1
O 2.97 -1.33 0.23
C 2.51 -0.32 -0.19
F 2.51 -0.22 -1.62
C 1.93 0.78 0.63
Ta -0.07 1.73 -0.06
C -1.29 0.13 1.01
C -2.00 -0.92 0.14
C -1.05 -2.00 -0.34
Br -0.36 -3.11 1.09
H 1.71 0.29 1.56
H 2.68 1.52 0.83
H -0.04 2.85 1.39
H 0.98 2.99 -0.94
H -0.04 0.78 -1.68
H -1.54 2.66 -0.66
H -0.64 -0.38 1.70
H -2.04 0.60 1.63
H -2.75 -1.41 0.74
H -2.46 -0.50 -0.74
H -0.19 -1.52 -0.79
H -1.48 -2.61 -1.10
Cu 0.65 0.01 -2.84
*
```

Computed properties:
Energy ... -4644.04001 a.u.

Löwdin atomic charge list, values in e, 5 entries: number 1, O, carries 0.134; number 2, C, carries -0.507; number 3, F, carries -0.070; number 4, C, carries -0.297; number 5, Ta, carries 1.335

---

Below is 2 unconnected molecules or ions with the total composition C2H7OPS, with properties calculated with ωB97M-V/def2-TZVPD.

The geometry in ORCA input format:
```
! wB97M-V def2-TZVPD RIJCOSX def2/J DEFGRID3
* xyz 0 1
C 1.78 -1.09 -0.17
C -0.87 -0.50 0.76
O -0.88 0.90 0.79
P -0.95 1.88 -0.54
S -1.91 -1.23 -0.41
H 2.63 -0.44 -0.09
H 1.63 -1.46 0.79
H 1.38 -1.72 -1.03
H -0.73 -0.98 1.82
H -0.74 3.04 0.36
H 0.38 1.97 -0.81
H -1.73 -0.37 -1.48
*
```

Computed properties:
ΔE to the lowest compared entry with this formula, charge and spin ... 140.8 kcal per mole

Löwdin atomic charge list, values in e, 5 entries: number 1, C, carries 0.050; number 2, C, carries -0.674; number 3, O, carries -0.601; number 4, P, carries 0.802; number 5, S, carries 0.695

---

Record-wise max |F| values, in eV/A: 0.38; 0.58; 3.17; 2.63